Entry 1:
C4H4O4Tl as an isolated structure, computed with the ωB97M-V functional and the def2-TZVPD basis.

Last column: natural (NBO) charge in e.
Geometry (Å):
H -1.97373 2.62243 -2.53205  0.16
O 1.32337 -4.41060 2.66977  -0.64
C 0.79577 -5.41160 2.67259  0.65
O 0.88987 -0.53559 0.80446  -0.65
C 0.63435 0.56606 0.36686  0.49
Tl 2.22203 -2.07222 2.39764  0.97
H 1.37037 1.39235 0.41253  0.16
O -0.66951 2.03247 -0.99610  -0.52
C -1.09223 1.96156 -2.25776  0.58
C -0.72037 0.86523 -0.20239  -0.19
O -0.30983 2.01429 -3.17083  -0.47
H -1.04650 0.00433 -0.80542  0.23
H -1.42359 0.97127 0.64070  0.23

Cartesian forces, eV/Å:
H -0.65 -1.72 1.07
O -0.32 -0.77 0.07
C -0.11 -0.23 0.01
O 0.09 -0.10 0.11
C -0.06 0.19 0.06
Tl 0.55 0.94 -0.02
H -0.17 -0.14 -0.14
O 0.08 -0.90 2.04
C 0.34 4.80 -3.37
C -0.24 -0.32 -0.31
O 0.24 -1.92 0.35
H 0.11 0.08 0.31
H 0.14 0.10 -0.19

## Properties
Frontier orbital gap = 0.3232 Ha
LUMO level = -4.66 eV
E = -627.94937 hartree
Charge = +1

---

Entry 2:
A 2-piece molecular cluster, C4H4O6 overall, computed with the ωB97M-V functional and the def2-TZVPD basis.

Last column: natural (NBO) charge in e.
Geometry (Å):
O -0.51577 -2.47509 1.10074  -0.65
C -0.43802 -1.45710 0.22936  0.21
C -1.40671 -0.60172 0.01436  -0.32
C -2.40179 0.15384 -0.23097  0.55
O -3.02538 1.31857 -0.01434  -0.23
O -3.46143 0.38531 -1.02344  -0.23
H 0.33528 -2.91834 1.18995  0.49
H 0.49500 -1.34939 -0.32053  0.18
O 1.44005 0.93802 1.37079  -0.60
C 1.76478 1.01853 0.22956  0.97
O 2.77056 0.34428 -0.31385  -0.68
O 1.14216 1.77452 -0.69445  -0.71
H 2.89225 0.60277 -1.24004  0.50
H 0.40901 2.26579 -0.29714  0.51

Cartesian forces, eV/Å:
O -0.10 -0.17 0.21
C 0.16 0.37 -0.32
C 0.02 -0.40 0.25
C 0.00 0.11 -0.33
O 0.63 1.55 1.67
O -0.74 -1.45 -1.52
H -0.02 0.11 -0.09
H 0.04 -0.15 0.11
O 0.11 -0.12 0.40
C -0.67 0.45 -0.02
O 0.46 -0.26 -0.27
O 0.12 0.18 -0.45
H -0.12 0.00 0.16
H 0.11 -0.22 0.20

## Properties
Frontier orbital gap = 0.3670 Ha
LUMO level = 0.24 eV
E = -606.07813 hartree
Charge = 0

---

Entry 3:
One molecule with the formula C4H4OS, computed with the ωB97M-V functional and the def2-TZVPD basis.

Last column: natural (NBO) charge in e.
Geometry (Å):
O 2.42354 0.39141 -0.20596  -0.51
C 1.76335 -0.65282 -0.04944  0.37
C 0.30878 -0.57838 0.08562  -0.21
C -0.28298 0.57847 0.16580  -0.25
C -1.65725 0.79267 0.05122  -0.29
S -2.85814 -0.37155 -0.11645  0.05
H 2.19686 -1.71153 -0.07631  0.13
H -0.19571 -1.61358 0.27787  0.23
H 0.40479 1.35558 0.27923  0.24
H -2.10323 1.80971 -0.41158  0.24

Cartesian forces, eV/Å:
O -0.83 -2.81 0.38
C 1.76 1.79 -0.53
C -0.16 -4.67 1.16
C 0.33 0.39 0.48
C -5.37 0.86 -2.84
S 1.51 1.10 0.77
H -0.07 1.32 0.10
H 0.49 2.12 -0.99
H 0.64 1.72 -0.30
H 1.69 -1.82 1.76

## Properties
Frontier orbital gap = 0.2612 Ha
LUMO level = -1.96 eV
E = -628.14546 hartree
Charge = 0

---

Entry 4:
One molecule with the formula C4H4OS2, computed with the ωB97M-V functional and the def2-TZVPD basis.

Last column: natural (NBO) charge in e.
Geometry (Å):
C -1.02487 -0.01925 1.36262  -0.68
C -0.67753 0.42916 -0.01598  -0.15
S -1.71980 0.83843 -1.13535  0.15
C 0.78504 0.40366 -0.40626  -0.22
S 1.97085 1.37866 0.21242  0.13
C 1.16821 -0.62178 -1.50242  0.38
O 0.85563 -1.80598 -1.42525  -0.48
H -2.09737 0.05118 1.54711  0.24
H -0.45848 0.63412 2.10896  0.25
H -0.74207 -1.04397 1.43148  0.24
H 1.94039 -0.24423 -2.17733  0.15

Cartesian forces, eV/Å:
C 0.29 1.81 0.71
C 1.24 -0.52 0.75
S -0.67 0.43 -0.99
C 0.37 0.58 0.04
S -1.47 -1.22 -0.74
C 0.05 -1.72 1.47
O 0.21 2.45 -0.28
H 0.12 0.13 -0.09
H -0.62 -1.09 -0.82
H 0.50 -0.86 0.40
H -0.02 0.01 -0.45

## Properties
Frontier orbital gap = 0.2758 Ha
LUMO level = -1.65 eV
E = -1026.36478 hartree
Charge = 0

---

Entry 5:
C4H4OSn as an isolated structure, computed with the ωB97M-V functional and the def2-TZVPD basis.

Last column: natural (NBO) charge in e.
Geometry (Å):
H -1.36628 -1.38791 -0.62912  0.28
C -1.78135 -0.34473 -0.98486  -0.37
C -0.91952 0.60039 -0.77591  0.24
H -2.85550 -0.15404 -1.01921  0.30
C 0.32050 0.97498 -0.40113  -0.41
C 0.89854 0.39853 0.76516  0.54
O 1.48087 -0.71850 0.76890  -0.93
Sn 2.70650 -1.60545 1.66124  1.83
H 0.99288 1.45859 -1.11459  0.29
H 0.52335 0.77813 1.72952  0.22

Cartesian forces, eV/Å:
H -0.99 1.76 -1.69
C -0.22 -1.01 1.94
C 1.58 -0.76 1.56
H 0.18 -0.31 -0.32
C 1.04 0.95 -2.02
C -5.00 1.93 0.54
O -3.12 3.39 -3.97
Sn 6.26 -4.92 4.25
H 0.06 -0.68 -0.38
H 0.21 -0.35 0.10

## Properties
Frontier orbital gap (spin up / spin down) = 0.2428 / 0.2429 Ha
LUMO level (spin up / spin down) = -11.35 / -11.34 eV
E = -443.45907 hartree
Charge = +2

---

Entry 6:
C4H4S as an isolated structure, computed with the ωB97M-V functional and the def2-TZVPD basis.

Last column: natural (NBO) charge in e.
Geometry (Å):
C 0.06748 0.79740 1.09086  -0.14
C 0.38499 -0.45214 1.21774  -0.15
C 0.28928 -0.16868 -1.36102  -0.29
C -0.40690 -0.08272 -0.09067  -0.30
S -0.38385 -0.37733 -2.80871  0.03
H -0.08119 1.78907 1.59166  0.25
H 0.58235 -1.23123 1.76778  0.21
H 1.34138 -0.22096 -1.34681  0.20
H -1.79354 -0.05342 -0.06083  0.20

Cartesian forces, eV/Å:
C 0.31 -0.26 0.09
C -2.49 4.87 -3.53
C -1.46 -0.29 -0.57
C -3.53 1.20 2.31
S -0.30 0.10 -0.17
H 0.36 -1.18 -0.87
H 1.24 -3.95 2.80
H 1.36 0.22 0.55
H 4.52 -0.71 -0.60

## Properties
Frontier orbital gap = 0.3127 Ha
LUMO level = 0.00 eV
E = -552.83104 hartree
Charge = 0

---

Entry 7:
One molecule with the formula C4H4S, computed with the ωB97M-V functional and the def2-TZVPD basis.

Last column: natural (NBO) charge in e.
Geometry (Å):
C 2.62574 -0.18779 -0.14503  -0.20
C 1.42134 -0.00507 -0.05192  -0.04
C 0.13573 0.36311 0.48471  -0.33
C -0.98230 1.02599 -0.27499  -0.54
S -1.31811 -0.64824 -0.04959  0.19
H 3.62633 -0.52482 -0.17304  0.23
H 0.09900 0.47751 1.56362  0.24
H -1.22428 1.75548 0.45064  0.22
H -0.61438 1.48625 -1.12436  0.22

Cartesian forces, eV/Å:
C -2.41 0.01 0.09
C 2.08 0.26 0.52
C -0.33 -1.80 -0.33
C 1.96 0.97 1.90
S -0.16 -0.78 0.10
H 0.34 0.06 -0.24
H 0.27 0.17 -0.16
H -1.84 0.77 0.36
H 0.08 0.35 -2.25

## Properties
Frontier orbital gap = 0.3661 Ha
LUMO level = 0.86 eV
E = -552.88203 hartree
Charge = 0

---

Entry 8:
A 2-piece molecular cluster, C4H4Si overall, computed with the ωB97M-V functional and the def2-TZVPD basis.

Last column: natural (NBO) charge in e.
Geometry (Å):
C -0.96878 3.20134 0.07259  -0.19
C 1.57657 -2.99305 0.10779  -0.46
C -0.87812 1.99014 -0.01083  -0.54
C 0.45131 -3.27443 0.30816  0.19
Si -0.82028 0.17326 -0.06207  0.67
H -0.68782 4.21302 0.24042  0.23
H 2.51825 -2.68555 -0.40074  0.26
H -0.37228 -0.40882 1.33031  -0.08
H -0.81885 -0.21592 -1.58563  -0.09

Cartesian forces, eV/Å:
C 0.76 -0.83 0.19
C 4.24 1.27 -1.85
C -0.19 0.12 0.14
C -3.02 -0.80 0.81
Si -0.44 0.28 -0.12
H -0.41 0.26 -0.15
H -1.25 -0.46 1.02
H -0.13 0.33 -1.81
H 0.44 -0.16 1.77

## Properties
Frontier orbital gap (spin up / spin down) = 0.3544 / 0.1472 Ha
LUMO level (spin up / spin down) = -0.76 / -3.17 eV
E = -443.94511 hartree
Charge = 0

---

Entry 9:
One molecule with the formula C4H4Si, computed with the ωB97M-V functional and the def2-TZVPD basis.

Last column: natural (NBO) charge in e.
Geometry (Å):
C 2.63861 2.61008 1.81547  -0.18
C 1.60562 2.16816 1.35918  -0.04
C 0.44875 1.22422 0.83425  0.01
C -0.10504 0.34748 0.27749  -0.43
Si -0.68803 -1.06874 -0.67117  0.81
H 3.42105 3.14858 2.12800  0.22
H -0.48217 -0.90371 -2.16546  -0.11
H -1.82963 -1.58470 0.11568  -0.13
H 0.10583 -2.28664 -0.43375  -0.16

Cartesian forces, eV/Å:
C -3.94 -1.64 -1.71
C -2.67 -2.99 -0.84
C 5.92 5.48 2.97
C -1.22 -1.82 -1.46
Si 0.31 -1.37 -0.04
H 2.49 1.49 1.04
H -0.82 0.26 0.72
H -0.74 0.43 -0.79
H 0.66 0.15 0.10

## Properties
Frontier orbital gap = 0.3965 Ha
LUMO level = 0.63 eV
E = -444.11790 hartree
Charge = 0

---

Entry 10:
A 2-piece molecular cluster, C4H4Si overall, computed with the ωB97M-V functional and the def2-TZVPD basis.

Last column: Mulliken spin population.
Geometry (Å):
C -3.97045 -0.17733 -0.00214  -0.02
C -2.86231 0.24762 0.05819  0.80
C -0.45431 0.16157 0.05823  0.35
C 0.74113 0.11360 0.03818  0.83
Si 2.59283 0.05882 0.04192  0.00
H -4.87230 -0.58052 -0.38372  0.00
H 2.85221 -1.36543 0.47735  0.02
H 2.94646 1.26269 0.98874  0.02
H 3.02675 0.27898 -1.27674  0.00

Cartesian forces, eV/Å:
C -1.73 -0.92 -0.77
C 2.48 1.00 0.45
C -7.83 0.23 0.16
C 7.46 -0.28 -0.16
Si -0.63 0.35 2.01
H -0.40 -0.04 0.31
H 0.15 0.78 0.03
H -0.09 -1.36 -0.78
H 0.60 0.24 -1.24

## Properties
Expectation value of S² = 2.0178
Frontier orbital gap (spin up / spin down) = 0.3558 / 0.1918 Ha
LUMO level (spin up / spin down) = 0.45 / -4.16 eV
E = -443.88634 hartree
Charge = 0
Spin multiplicity = 3

---

What is the formula in the ninth record? C4H4Si

---

The lowest E belongs to which entry? C4H4OS2